(1)
ORCA calculation (ωB97M-V/def2-TZVPD) on C22H29BeF6GeNO4PS4 as an isolated structure.

Output
net charge = +1
Kohn-Sham gap = 6.94 eV
calculated total energy = -5836.22415 Eh

Atoms and positions in Å:
Be: -0.756 0.112 -0.139
F: 0.157 0.130 4.433
C: 0.093 -0.458 3.261
F: -1.058 -1.075 3.121
F: 1.081 -1.343 3.161
S: 0.385 0.791 1.883
O: 0.701 -0.052 0.685
O: 1.470 1.605 2.279
N: -0.978 1.486 1.648
S: -1.132 2.408 0.374
O: -2.350 3.100 0.299
O: -0.773 1.563 -0.767
C: 0.271 3.660 0.481
F: 0.023 4.733 -0.237
F: 0.447 4.011 1.742
F: 1.381 3.086 0.015
C: 5.030 3.425 -1.052
C: 5.470 2.622 0.167
C: 5.154 1.126 0.062
C: 3.641 0.922 0.113
Ge: 2.875 -0.912 0.246
C: 2.416 -1.882 -1.453
C: 3.555 -1.781 -2.474
C: 4.706 -2.744 -2.195
C: 5.428 -2.451 -0.892
H: 5.326 4.464 -0.929
H: 3.951 3.399 -1.188
H: 5.503 3.042 -1.954
H: 4.990 3.026 1.061
H: 6.547 2.739 0.289
H: 5.629 0.603 0.894
H: 5.573 0.739 -0.868
H: 3.181 1.336 -0.788
H: 3.251 1.466 0.973
H: 2.956 -1.704 1.568
H: 1.518 -1.388 -1.837
H: 2.172 -2.929 -1.261
H: 3.936 -0.754 -2.508
H: 3.141 -2.012 -3.456
H: 5.418 -2.671 -3.017
H: 4.328 -3.766 -2.185
H: 5.877 -1.461 -0.905
H: 6.220 -3.177 -0.730
H: 4.745 -2.519 -0.034
S: -3.801 -1.808 -3.069
P: -3.719 -1.312 -1.209
S: -1.653 -1.539 -0.352
C: -4.587 -2.359 0.004
C: -4.021 -3.555 0.424
C: -4.683 -4.326 1.363
C: -5.902 -3.912 1.873
C: -6.478 -2.730 1.431
C: -5.831 -1.959 0.482
C: -4.213 0.394 -0.801
C: -4.566 1.247 -1.837
C: -5.110 2.486 -1.546
C: -5.316 2.862 -0.228
C: -4.954 2.010 0.805
C: -4.389 0.780 0.525
H: -3.064 -3.851 0.026
H: -4.241 -5.247 1.709
H: -6.407 -4.518 2.609
H: -7.425 -2.403 1.833
H: -6.285 -1.047 0.123
H: -4.430 0.918 -2.857
H: -5.406 3.140 -2.352
H: -5.772 3.814 -0.003
H: -5.139 2.291 1.830
H: -4.107 0.106 1.326

Atom charges from the Löwdin analysis, given in e for atoms 1 to 5: Be -0.2224; F 0.2043; C -0.6604; F 0.1867; F 0.1387

=====

(2)
ORCA calculation (ωB97M-V/def2-TZVPD) on C22H29Br3O21 as an isolated structure.

Output
energy relative to the best compared isomer or geometry (same formula, charge and spin) = 0.00 kcal per mole
Kohn-Sham gap = 10.23 eV
calculated total energy = -10157.84727 Eh

Atoms and positions in Å:
C: 17.376 11.715 13.769
Br: 17.924 12.766 12.259
Br: 17.232 12.752 15.366
Br: 18.740 10.312 14.082
H: 16.436 11.230 13.540
C: 13.720 7.067 15.235
C: 15.087 7.691 15.290
O: 14.913 8.464 16.542
C: 13.746 8.097 17.174
O: 13.351 8.493 18.219
O: 13.152 7.091 16.504
H: 13.880 6.040 14.925
H: 13.000 7.456 14.537
H: 15.284 8.327 14.427
H: 16.011 7.078 15.380
C: 10.634 8.785 6.229
C: 9.748 10.045 6.294
O: 10.446 10.821 7.294
C: 11.706 10.439 7.403
O: 12.588 11.002 7.999
O: 11.889 9.345 6.680
H: 10.711 8.337 5.219
H: 10.367 7.930 6.896
H: 8.717 9.864 6.636
H: 9.738 10.597 5.340
C: 9.360 9.053 15.844
C: 8.300 8.138 16.538
O: 8.304 6.908 15.770
C: 9.283 7.018 14.856
O: 9.493 6.111 14.089
O: 9.940 8.227 14.826
H: 10.170 9.462 16.471
H: 8.966 9.909 15.326
H: 7.292 8.624 16.536
H: 8.592 7.876 17.513
C: 13.148 6.688 11.508
C: 11.715 6.097 11.761
O: 10.852 6.896 10.902
C: 11.588 7.638 10.124
O: 11.098 8.359 9.240
O: 12.907 7.559 10.400
H: 13.914 5.973 11.179
H: 13.395 7.426 12.333
H: 11.262 6.153 12.761
H: 11.555 5.093 11.394
C: 13.608 11.343 15.797
C: 12.594 11.656 16.897
O: 11.408 11.931 16.189
C: 11.736 12.244 14.912
O: 10.918 12.708 14.129
O: 13.028 11.989 14.738
H: 13.666 10.292 15.553
H: 14.574 11.825 16.051
H: 12.875 12.577 17.463
H: 12.435 10.779 17.581
C: 15.554 8.736 7.774
C: 15.873 9.105 9.298
O: 15.996 7.841 9.884
C: 15.397 6.885 9.117
O: 15.180 5.769 9.452
O: 15.139 7.379 7.877
H: 16.356 8.736 7.052
H: 14.705 9.372 7.436
H: 14.974 9.614 9.615
H: 16.861 9.571 9.419
C: 11.976 10.982 11.113
C: 12.829 12.235 10.843
O: 14.171 11.842 11.270
C: 14.069 10.738 12.046
O: 14.950 10.259 12.682
O: 12.819 10.219 12.006
H: 11.712 10.426 10.214
H: 11.071 11.120 11.674
H: 12.457 13.123 11.400
H: 12.873 12.440 9.777

Atom charges from the Löwdin analysis, given in e for atoms 1 to 5: C -1.5940; Br 0.5830; Br 0.6021; Br 0.5118; H -0.0737

=====

(3)
ORCA calculation (ωB97M-V/def2-TZVPD) on one molecule with the formula C22H29BrN2O4S.

Output
energy relative to the best compared isomer or geometry (same formula, charge and spin) = 0.60 kcal per mole
Kohn-Sham gap = 8.64 eV
calculated total energy = -4238.39075 Eh
structure (SMILES) = CC[C@@H]1CCCCN1CCCNC(=O)c1ccc(CS(=O)(=O)c2ccc(Br)cc2)o1

Atoms and positions in Å:
C: 2.571 3.132 -0.805
C: 3.967 2.586 -1.074
C: 4.425 1.575 -0.011
C: 5.835 1.041 -0.334
C: 5.822 0.066 -1.509
C: 4.797 -1.036 -1.258
C: 3.431 -0.410 -0.960
N: 3.444 0.507 0.171
C: 3.553 -0.173 1.453
C: 2.979 0.646 2.619
C: 1.571 1.167 2.345
N: 0.634 0.092 2.133
C: -0.575 0.020 2.723
O: -1.007 0.825 3.526
C: -1.365 -1.138 2.248
C: -2.674 -1.485 2.443
C: -2.910 -2.617 1.629
C: -1.727 -2.894 1.002
C: -1.327 -3.825 -0.067
S: -0.489 -2.790 -1.361
O: -0.764 -3.376 -2.642
O: 0.886 -2.620 -0.979
C: -1.306 -1.188 -1.253
C: -2.678 -1.127 -1.407
C: -3.326 0.085 -1.251
C: -2.578 1.213 -0.944
Br: -3.464 2.870 -0.709
C: -1.199 1.157 -0.810
C: -0.560 -0.060 -0.969
O: -0.788 -2.003 1.378
H: 2.290 3.849 -1.574
H: 2.533 3.632 0.160
H: 1.850 2.318 -0.809
H: 3.985 2.131 -2.064
H: 4.683 3.411 -1.080
H: 4.477 2.119 0.939
H: 6.497 1.882 -0.547
H: 6.231 0.528 0.546
H: 5.569 0.595 -2.430
H: 6.818 -0.364 -1.640
H: 4.713 -1.688 -2.128
H: 5.112 -1.647 -0.410
H: 3.099 0.150 -1.839
H: 2.697 -1.198 -0.774
H: 2.997 -1.111 1.371
H: 4.590 -0.439 1.710
H: 3.621 1.503 2.829
H: 2.972 0.012 3.507
H: 1.601 1.802 1.455
H: 1.201 1.749 3.192
H: 0.895 -0.613 1.463
H: -3.371 -0.984 3.081
H: -3.829 -3.158 1.530
H: -2.168 -4.340 -0.517
H: -0.562 -4.533 0.244
H: -3.230 -2.020 -1.652
H: -4.397 0.157 -1.361
H: -0.640 2.050 -0.579
H: 0.510 -0.147 -0.873

Atom charges from the Löwdin analysis, given in e for atoms 1 to 5: C -0.0979; C -0.2043; C -0.3236; C -0.1467; C -0.1945

=====

Please write out number 3 again, unchanged.
ORCA calculation (ωB97M-V/def2-TZVPD) on one molecule with the formula C22H29BrN2O4S.

Output
energy relative to the best compared isomer or geometry (same formula, charge and spin) = 0.60 kcal per mole
Kohn-Sham gap = 8.64 eV
calculated total energy = -4238.39075 Eh
structure (SMILES) = CC[C@@H]1CCCCN1CCCNC(=O)c1ccc(CS(=O)(=O)c2ccc(Br)cc2)o1

Atoms and positions in Å:
C: 2.571 3.132 -0.805
C: 3.967 2.586 -1.074
C: 4.425 1.575 -0.011
C: 5.835 1.041 -0.334
C: 5.822 0.066 -1.509
C: 4.797 -1.036 -1.258
C: 3.431 -0.410 -0.960
N: 3.444 0.507 0.171
C: 3.553 -0.173 1.453
C: 2.979 0.646 2.619
C: 1.571 1.167 2.345
N: 0.634 0.092 2.133
C: -0.575 0.020 2.723
O: -1.007 0.825 3.526
C: -1.365 -1.138 2.248
C: -2.674 -1.485 2.443
C: -2.910 -2.617 1.629
C: -1.727 -2.894 1.002
C: -1.327 -3.825 -0.067
S: -0.489 -2.790 -1.361
O: -0.764 -3.376 -2.642
O: 0.886 -2.620 -0.979
C: -1.306 -1.188 -1.253
C: -2.678 -1.127 -1.407
C: -3.326 0.085 -1.251
C: -2.578 1.213 -0.944
Br: -3.464 2.870 -0.709
C: -1.199 1.157 -0.810
C: -0.560 -0.060 -0.969
O: -0.788 -2.003 1.378
H: 2.290 3.849 -1.574
H: 2.533 3.632 0.160
H: 1.850 2.318 -0.809
H: 3.985 2.131 -2.064
H: 4.683 3.411 -1.080
H: 4.477 2.119 0.939
H: 6.497 1.882 -0.547
H: 6.231 0.528 0.546
H: 5.569 0.595 -2.430
H: 6.818 -0.364 -1.640
H: 4.713 -1.688 -2.128
H: 5.112 -1.647 -0.410
H: 3.099 0.150 -1.839
H: 2.697 -1.198 -0.774
H: 2.997 -1.111 1.371
H: 4.590 -0.439 1.710
H: 3.621 1.503 2.829
H: 2.972 0.012 3.507
H: 1.601 1.802 1.455
H: 1.201 1.749 3.192
H: 0.895 -0.613 1.463
H: -3.371 -0.984 3.081
H: -3.829 -3.158 1.530
H: -2.168 -4.340 -0.517
H: -0.562 -4.533 0.244
H: -3.230 -2.020 -1.652
H: -4.397 0.157 -1.361
H: -0.640 2.050 -0.579
H: 0.510 -0.147 -0.873

Atom charges from the Löwdin analysis, given in e for atoms 1 to 5: C -0.0979; C -0.2043; C -0.3236; C -0.1467; C -0.1945